1.
Computed, not measured: a molecular structure, C24H24CoN9S2 at a distorted geometry, with the ωB97M-V functional and the def2-TZVPD basis.

Calculated values
Orbital gap (spin up / spin down) ... 0.26531 / 0.17531 Eh
HOMO level (spin up / spin down) ... -13.43 / -13.44 eV
Charge ... +2
2S+1 ... 5
LUMO (spin up / spin down) ... -6.21 / -8.67 eV
Largest force on an atom ... 0.0233 hartree/bohr
E_tot ... -97972.7722 eV

Atoms and positions in Å:
Co (0.02980, 0.56916, -0.02992)
C (-1.61147, -0.00113, 4.10066)
C (-1.32555, 0.26350, 2.65678)
N (-0.16332, 0.51579, 2.18180)
N (0.92161, 0.60141, 2.98610)
C (2.14639, 0.81849, 2.43882)
N (3.15955, 0.97129, 3.28204)
S (2.39115, 0.87093, 0.77507)
C (-2.41614, 0.26978, 1.65761)
C (-3.75231, 0.33127, 2.02568)
C (-4.72342, 0.38196, 1.03534)
C (-4.33220, 0.35687, -0.29113)
C (-2.97649, 0.29646, -0.57768)
N (-2.04249, 0.25752, 0.36688)
H (-0.76544, -0.47408, 4.59865)
H (-2.46052, -0.67120, 4.20837)
H (-1.84814, 0.92765, 4.62701)
H (0.80996, 0.60604, 3.99003)
H (3.06731, 0.88378, 4.28265)
H (4.08781, 1.09019, 2.91012)
H (-4.03638, 0.34658, 3.06801)
H (-5.76997, 0.43683, 1.30298)
H (-5.05734, 0.38324, -1.09184)
H (-2.63023, 0.27540, -1.60401)
C (2.03093, 6.05716, -0.87824)
C (1.07444, 4.92465, -0.76030)
C (0.00918, 4.95205, 0.15653)
C (-0.68741, 3.77953, 0.36506)
N (-0.39919, 2.66530, -0.30999)
C (0.52444, 2.78600, -1.28642)
S (0.73346, 1.31527, -2.19007)
N (1.25902, 3.84929, -1.52518)
H (1.51600, 7.01702, -0.91294)
H (2.67073, 5.94096, -1.74788)
H (2.65626, 6.06115, 0.01869)
H (-0.23527, 5.85829, 0.69183)
H (-1.49225, 3.71295, 1.08830)
C (0.76489, -3.71241, 0.33582)
C (0.78640, -2.34257, 0.48825)
N (0.23675, -1.51433, -0.40955)
C (-0.29951, -2.03716, -1.51142)
C (-0.33810, -3.40219, -1.76992)
C (0.16974, -4.25380, -0.79558)
C (-0.97329, -3.94982, -2.98467)
C (-0.67790, -3.75524, -4.27590)
C (0.46073, -3.04089, -4.88398)
C (0.64928, -3.13341, -6.26448)
C (1.76391, -2.50090, -6.79666)
N (2.61640, -1.83391, -6.03623)
C (2.36481, -1.78980, -4.73965)
N (1.33000, -2.35751, -4.13668)
H (1.20490, -4.34607, 1.09281)
H (1.25941, -1.89037, 1.35093)
H (-0.72397, -1.34497, -2.22415)
H (0.12965, -5.32626, -0.93574)
H (-1.78229, -4.64167, -2.77039)
H (-1.29860, -4.26638, -5.00151)
H (-0.04239, -3.68124, -6.88894)
H (1.98514, -2.53584, -7.85696)
H (3.06634, -1.24942, -4.11283)

---

2.
Computed, not measured: a molecular structure, C41H56HfN4O2P2S2, with the ωB97M-V functional and the def2-TZVPD basis.

Calculated values
Orbital gap ... 0.24458 Eh
HOMO level ... -12.51 eV
Charge ... +2
LUMO ... -5.86 eV
Largest force on an atom ... 0.0110 hartree/bohr
E_tot ... -95028.2365 eV

Atoms and positions in Å:
Hf (1.07287, 0.29094, -0.63274)
C (-0.35905, -4.22687, -0.20004)
C (-0.43073, -3.39157, 1.08161)
C (-0.19696, -4.31461, 2.28836)
P (0.59476, -1.84511, 1.12938)
C (0.44977, -1.14777, 2.84840)
C (-1.00640, -1.01407, 3.29638)
C (1.32954, -1.81304, 3.91099)
C (2.34959, -2.23007, 0.89282)
C (2.90621, -3.50416, 0.74613)
C (4.25375, -3.64471, 0.47949)
C (5.05819, -2.51539, 0.33623)
C (4.51927, -1.25224, 0.46857)
C (3.16566, -1.10194, 0.76303)
N (2.55399, 0.19229, 0.84718)
C (3.11874, 1.08353, 1.78702)
C (4.03399, 0.68540, 2.76397)
C (4.57123, 1.61238, 3.64139)
C (4.20940, 2.95247, 3.58282)
C (3.26111, 3.34540, 2.65565)
C (2.71381, 2.42389, 1.76650)
P (1.28787, 2.76182, 0.72893)
C (0.08488, 3.40757, 1.98354)
C (-1.26338, 3.79739, 1.39146)
C (-0.10665, 2.45425, 3.15963)
C (1.68093, 4.18825, -0.39604)
C (3.10788, 4.02494, -0.92851)
C (1.51556, 5.58060, 0.21395)
H (-1.22449, -4.89136, -0.21439)
H (0.52556, -4.86149, -0.21288)
H (-0.36800, -3.64729, -1.11487)
H (-1.44469, -2.98135, 1.15684)
H (0.85987, -4.53415, 2.43549)
H (-0.70452, -5.26260, 2.10533)
H (-0.58940, -3.91151, 3.21646)
H (0.84740, -0.13875, 2.70963)
H (-1.51131, -1.97485, 3.37561)
H (-1.58881, -0.38173, 2.62460)
H (-1.03467, -0.55123, 4.28412)
H (0.92435, -2.75954, 4.25642)
H (1.39488, -1.14970, 4.77516)
H (2.34293, -1.98570, 3.54877)
H (2.29245, -4.38482, 0.85590)
H (4.68364, -4.63141, 0.37839)
H (6.10960, -2.62891, 0.11019)
H (5.13683, -0.37247, 0.34210)
H (4.33792, -0.34917, 2.84372)
H (5.28338, 1.27910, 4.38460)
H (4.64434, 3.67107, 4.26246)
H (2.93607, 4.37729, 2.63275)
H (0.58240, 4.31119, 2.34881)
H (-1.83836, 2.91167, 1.12170)
H (-1.17245, 4.44205, 0.51597)
H (-1.84809, 4.33793, 2.13735)
H (-0.72857, 1.60671, 2.86710)
H (-0.62676, 2.97538, 3.96440)
H (0.83626, 2.08294, 3.55990)
H (0.98589, 4.07622, -1.23541)
H (3.83460, 4.04305, -0.11670)
H (3.34058, 4.84596, -1.60716)
H (3.24385, 3.09496, -1.47738)
H (2.24760, 5.75563, 1.00260)
H (0.52409, 5.76280, 0.62435)
H (1.69488, 6.32877, -0.55877)
C (-7.39985, 1.56814, 0.03233)
C (-5.94294, 1.63679, -0.29836)
C (-5.37514, 2.80319, -0.80561)
C (-4.03226, 2.88466, -1.11423)
C (-3.52635, 4.17890, -1.70151)
C (-3.20917, 1.74074, -0.89023)
C (-1.81924, 1.87982, -1.13848)
O (-0.92575, 1.02332, -0.93977)
C (-3.78610, 0.52857, -0.41051)
C (-3.00193, -0.73903, -0.23827)
C (-5.13178, 0.51306, -0.12116)
H (-7.89225, 2.52765, -0.10344)
H (-7.54287, 1.24377, 1.06375)
H (-7.89355, 0.83325, -0.60599)
H (-6.00581, 3.66952, -0.95919)
H (-4.26962, 4.96009, -1.56064)
H (-3.36371, 4.07616, -2.77659)
H (-2.60057, 4.53390, -1.25536)
H (-1.49243, 2.82594, -1.58097)
H (-2.37558, -0.95638, -1.10192)
H (-3.68093, -1.57350, -0.07265)
H (-2.33373, -0.67089, 0.62279)
H (-5.58077, -0.40364, 0.24195)
N (-0.13212, 0.04641, -4.44257)
C (-0.15089, -1.21199, -3.99257)
S (0.02268, -1.60624, -2.33507)
N (-0.31781, -2.17998, -4.89340)
C (-0.40739, -3.59097, -4.63644)
C (-1.43596, -4.09615, -3.85626)
C (-1.52286, -5.46486, -3.65574)
C (-0.60124, -6.31789, -4.24718)
C (0.41073, -5.80253, -5.04407)
C (0.51266, -4.43355, -5.23912)
H (-0.00643, 0.81050, -3.79508)
H (-0.34229, 0.25833, -5.40528)
H (-0.27555, -1.91772, -5.87016)
H (-2.16806, -3.42850, -3.42261)
H (-2.32586, -5.86803, -3.05366)
H (-0.68012, -7.38572, -4.09789)
H (1.12323, -6.46488, -5.51523)
H (1.30570, -4.02159, -5.85051)
O (1.32708, 1.62992, -2.50951)
S (2.59819, 0.87932, -2.94147)
N (2.84363, -0.22215, -1.99141)

---

3.
Computed, not measured: 2 unconnected molecules or ions with the total composition C5H8N2 at a distorted geometry, with the ωB97M-V functional and the def2-TZVPD basis.

Calculated values
Orbital gap ... 0.23277 Eh
HOMO level ... -8.44 eV
Charge ... 0
LUMO ... -2.11 eV
Largest force on an atom ... 0.0997 hartree/bohr
E_tot ... -8288.5181 eV

Atoms and positions in Å:
C (-1.71884, -1.38381, -0.43813)
C (-0.37323, 0.55134, 0.60272)
C (0.73944, 0.49041, -0.16984)
C (1.87693, 1.60035, 0.08464)
C (1.12786, -0.56847, -1.07360)
H (-1.45525, -1.01940, -1.42966)
H (-1.21138, -2.33207, -0.34739)
H (-2.82480, -1.49076, -0.56477)
H (-1.96366, -0.97751, 2.36391)
H (-0.42836, 1.45885, 1.26721)
H (2.11501, 2.26653, -0.74673)
H (1.57701, 2.13620, 1.04239)
H (2.63343, 1.10370, 0.59835)
N (-1.43503, -0.28280, 0.53923)
N (1.34088, -1.55257, -1.72831)

---

4.
Computed, not measured: 2 unconnected molecules or ions with the total composition C5H7NO at a distorted geometry, with the ωB97M-V functional and the def2-TZVPD basis.

Calculated values
Orbital gap ... 0.32523 Eh
HOMO level ... -8.66 eV
Charge ... 0
LUMO ... 0.19 eV
Largest force on an atom ... 0.0774 hartree/bohr
E_tot ... -8831.2280 eV

Atoms and positions in Å:
C (-1.57286, -0.40586, -0.13125)
C (-0.52995, 0.50839, -0.43647)
C (0.46628, 0.00177, -1.26376)
C (1.44828, -0.07569, -0.24487)
N (1.60186, -1.35100, 0.07331)
O (1.42979, 0.95931, 0.67340)
C (0.04499, 1.38728, 0.61081)
H (-2.20144, -0.31200, 0.75450)
H (-2.07770, -0.79034, -1.02252)
H (-0.56596, -1.45317, 0.06926)
H (0.31889, -0.85078, -1.93067)
H (2.06926, -1.32013, 0.98116)
H (-0.42969, 1.27229, 1.58940)
H (-0.00174, 2.42993, 0.27770)

---

5.
Computed, not measured: 2 unconnected molecules or ions with the total composition C4H11NO3 at a distorted geometry, with the ωB97M-V functional and the def2-TZVPD basis.

Calculated values
Orbital gap ... 0.37546 Eh
HOMO level ... -9.71 eV
Charge ... 0
SMILES ... C[C@@H](O)CNC=O.O
LUMO ... 0.51 eV
Largest force on an atom ... 0.1241 hartree/bohr
E_tot ... -11957.7912 eV

Atoms and positions in Å:
O (-0.45078, -0.30312, 3.26334)
C (-1.37866, -0.30381, 2.48752)
N (-1.18314, -0.23379, 1.12705)
C (0.02276, 0.22632, 0.55087)
C (-0.25141, 1.32237, -0.51914)
C (0.99572, 1.85876, -1.16517)
O (-1.22932, 0.71026, -1.46050)
H (-2.37160, -0.66616, 2.64610)
H (-2.08490, -0.19453, 0.66353)
H (0.62923, -0.64743, 0.07887)
H (0.69220, 0.62123, 1.36586)
H (-0.81869, 1.96690, 0.11861)
H (1.52898, 2.46695, -0.26476)
H (0.78471, 2.81812, -1.86282)
H (1.61668, 1.30264, -1.80033)
H (-0.86906, 0.08716, -2.09575)
H (1.90755, -4.25250, -0.64723)
H (0.77629, -3.25149, -1.20959)
O (1.68346, -3.52789, -1.27645)

---

6.
Computed, not measured: a gas-phase ion, C3H10N5 (charge +1) at a distorted geometry, with the ωB97M-V functional and the def2-TZVPD basis.

Calculated values
Orbital gap ... 0.35495 Eh
HOMO level ... -13.08 eV
Charge ... +1
SMILES ... C[NH2+][C@H]1N=NNN1C
LUMO ... -3.42 eV
Largest force on an atom ... 0.1073 hartree/bohr
E_tot ... -10712.3670 eV

Atoms and positions in Å:
C (0.28357, -0.36492, 0.72873)
C (0.81875, 1.99300, 0.43053)
C (-1.71196, -1.38445, -0.65313)
N (1.37543, -1.67321, 0.13146)
N (1.90301, -1.10293, -0.88250)
N (1.64875, 0.12170, -1.01509)
N (0.70107, 0.68263, -0.11328)
N (-1.10762, -0.66113, 0.56728)
H (0.42652, -0.35020, 1.87087)
H (1.58074, 2.68101, 0.05618)
H (-0.16918, 2.52475, 0.22666)
H (0.93522, 2.08190, 1.48619)
H (-1.89746, -0.72758, -1.51037)
H (-1.03553, -2.10654, -1.05692)
H (-2.71291, -1.59880, -0.33966)
H (1.87726, 0.70021, -1.86908)
H (-1.48703, -1.16720, 1.38732)
H (-1.42864, 0.35176, 0.55480)